one.
{
  "formula": "C5H17N2O",
  "method": "ωB97M-V/def2-TZVPD",
  "elements": ["O", "N", "N", "C", "C", "C", "C", "C", "H", "H", "H", "H", "H", "H", "H", "H", "H", "H", "H", "H", "H", "H", "H", "H", "H"],
  "xyz": [[0.322, 2.402, -0.930], [0.242, -0.943, -1.486], [-1.197, 1.233, 1.359], [0.938, -1.693, 1.978], [-0.290, 0.092, 0.610], [0.979, -0.222, -2.653], [-0.909, -0.211, -0.788], [-0.393, -1.040, 1.767], [-0.248, -1.636, -2.037], [-0.699, 1.739, 2.156], [-1.353, 0.473, -1.447], [-1.622, -0.886, -0.615], [0.558, -0.321, -3.655], [1.950, -0.784, -2.724], [0.624, 1.926, -1.613], [-0.716, -0.588, 2.679], [1.513, -1.189, 2.779], [0.874, 3.276, -0.941], [-1.206, -1.809, 1.488], [-1.409, 1.988, 0.716], [1.732, -1.625, 1.196], [0.653, 0.659, 0.398], [1.132, 0.854, -2.480], [-2.109, 1.021, 1.912], [0.635, -2.713, 2.329]],
  "homo_lumo_gap_ev": 9.83,
  "charge": 1,
  "e_homo_ha": -0.482
}

=====

two.
{
  "formula": "C5H17N2O",
  "method": "ωB97M-V/def2-TZVPD",
  "elements": ["O", "N", "N", "C", "C", "C", "C", "C", "H", "H", "H", "H", "H", "H", "H", "H", "H", "H", "H", "H", "H", "H", "H", "H", "H"],
  "xyz": [[3.300, 1.185, 1.154], [-0.798, 1.347, 0.786], [0.648, -0.428, -0.758], [-1.521, 0.094, 0.435], [-0.755, 1.293, 2.251], [-0.981, -0.525, -0.812], [1.370, -0.462, -2.093], [-1.284, -1.987, -0.946], [-1.741, 1.168, 2.749], [-1.305, 0.049, -1.728], [2.985, 2.050, 0.802], [-2.245, -2.558, -0.905], [2.954, 1.054, 2.031], [2.369, -0.045, -2.023], [-1.268, 2.116, 0.297], [-0.221, 2.115, 2.672], [1.014, 0.212, -2.931], [-2.583, 0.343, 0.164], [-0.812, -2.342, -1.896], [0.824, 0.505, -0.216], [1.311, -1.380, -2.612], [0.073, 0.615, 2.519], [-1.568, -0.632, 1.345], [-0.797, -2.584, -0.109], [1.034, -1.201, -0.178]],
  "homo_lumo_gap_ev": 10.89,
  "charge": 1,
  "e_homo_ha": -0.500
}

=====

three.
{
  "formula": "C5H17N2O",
  "method": "ωB97M-V/def2-TZVPD",
  "elements": ["O", "N", "N", "C", "C", "C", "C", "C", "H", "H", "H", "H", "H", "H", "H", "H", "H", "H", "H", "H", "H", "H", "H", "H", "H"],
  "xyz": [[-1.209, -2.153, -0.435], [1.124, -1.001, 0.480], [-0.279, 1.376, 0.441], [1.876, -2.289, 0.444], [1.062, 1.533, -0.101], [-1.448, 1.792, -0.497], [-2.668, 1.251, 0.307], [1.819, 0.176, -0.345], [-2.652, 0.179, 0.745], [0.919, 1.894, -1.205], [-1.301, 1.185, -1.504], [0.993, -0.711, 1.434], [1.660, 2.339, 0.385], [-1.503, 2.882, -0.823], [-3.678, 1.415, 0.136], [-0.401, 1.925, 1.249], [2.444, -2.253, -0.580], [0.123, -1.085, 0.050], [2.587, -2.405, 1.245], [-1.096, -3.067, -0.214], [-1.233, -1.980, -1.392], [-2.812, 1.976, 1.193], [1.756, -0.030, -1.443], [2.834, 0.128, 0.077], [1.085, -3.075, 0.352]],
  "homo_lumo_gap_ev": 10.10,
  "charge": 1,
  "e_homo_ha": -0.481
}

=====

two comes first in stability; the runner-up is 7.7 kcal/mol higher.

=====

one.
{
  "formula": "C2H3N3O2",
  "method": "ωB97M-V/def2-TZVPD",
  "elements": ["O", "O", "N", "N", "N", "C", "C", "H", "H", "H"],
  "xyz": [[-1.618, -2.241, 0.116], [-1.446, -0.131, -0.697], [0.148, -0.743, 0.619], [1.267, 1.172, -0.283], [-1.072, 1.179, -0.028], [0.108, 0.657, 0.141], [-1.032, -1.198, 0.070], [0.499, -1.132, 1.502], [1.213, 1.976, -0.899], [1.932, 0.461, -0.541]],
  "homo_lumo_gap_ev": 9.32,
  "e_homo_ha": -0.333
}

=====

two.
{
  "formula": "C2H3N3O2",
  "method": "ωB97M-V/def2-TZVPD",
  "elements": ["O", "O", "N", "N", "N", "C", "C", "H", "H", "H"],
  "xyz": [[2.723, 0.147, -0.523], [1.137, -1.309, 0.138], [-0.110, -1.240, 0.844], [0.502, 0.772, -0.036], [-1.810, 0.138, 0.009], [-0.525, -0.102, 0.397], [1.597, -0.073, -0.178], [-1.798, 0.643, -0.868], [-2.358, -0.715, -0.045], [0.643, 1.739, 0.262]],
  "homo_lumo_gap_ev": 9.70,
  "e_homo_ha": -0.341
}

=====

three.
{
  "formula": "C2H3N3O2",
  "method": "ωB97M-V/def2-TZVPD",
  "elements": ["O", "O", "N", "N", "N", "C", "C", "H", "H", "H"],
  "xyz": [[2.697, 0.478, -0.311], [1.155, -1.193, -0.368], [0.459, 0.830, 0.263], [-0.172, -1.265, 0.137], [-1.934, 0.070, 0.086], [-0.672, 0.027, 0.196], [1.577, 0.093, -0.153], [0.481, 1.837, 0.205], [-0.896, -1.704, -0.442], [-2.465, 0.852, 0.413]],
  "homo_lumo_gap_ev": 10.54,
  "e_homo_ha": -0.366
}

=====

four.
{
  "formula": "C2H3N3O2",
  "method": "ωB97M-V/def2-TZVPD",
  "elements": ["O", "O", "N", "N", "N", "C", "C", "H", "H", "H"],
  "xyz": [[1.065, 1.703, 0.208], [-1.783, -0.355, -0.039], [-0.652, -1.320, 0.273], [-1.073, 0.766, -0.145], [1.685, -0.992, -0.054], [0.410, -0.689, -0.107], [0.221, 0.765, -0.165], [-1.946, 1.676, 0.133], [2.189, -0.129, -0.349], [1.989, -1.967, -0.014]],
  "homo_lumo_gap_ev": 9.62,
  "e_homo_ha": -0.344
}

=====

three comes first in stability; the runner-up is 6.2 kcal/mol higher.

=====

one.
{
  "formula": "CHNO3",
  "method": "ωB97M-V/def2-TZVPD",
  "elements": ["O", "O", "O", "N", "C", "H"],
  "xyz": [[-0.781, 1.978, 0.936], [-0.865, -0.217, 1.538], [0.943, 0.055, -0.986], [0.843, -0.926, -1.671], [-0.812, 0.852, 1.226], [0.671, -1.742, -1.044]],
  "homo_lumo_gap_ev": 9.35,
  "e_homo_ha": -0.363
}

=====

two.
{
  "formula": "CHNO3",
  "method": "ωB97M-V/def2-TZVPD",
  "elements": ["O", "O", "O", "N", "C", "H"],
  "xyz": [[-2.872, -0.583, -0.028], [-1.757, 1.287, 0.065], [-0.212, -1.788, 0.029], [-1.867, 0.082, -0.038], [-0.427, -0.633, 0.127], [0.154, 0.298, 0.063]],
  "homo_lumo_gap_ev": 9.91,
  "e_homo_ha": -0.411
}

=====

three.
{
  "formula": "CHNO3",
  "method": "ωB97M-V/def2-TZVPD",
  "elements": ["O", "O", "O", "N", "C", "H"],
  "xyz": [[-0.702, 1.433, 0.546], [0.304, -1.546, 0.413], [1.789, 0.153, -0.399], [0.684, -0.398, 0.015], [-0.622, 0.417, -0.035], [-1.453, -0.060, -0.540]],
  "homo_lumo_gap_ev": 9.86,
  "e_homo_ha": -0.414
}

=====

one comes first in stability; the runner-up is 40.1 kcal/mol higher.

=====

one.
{
  "formula": "C5H5N",
  "method": "ωB97M-V/def2-TZVPD",
  "elements": ["N", "C", "C", "C", "C", "C", "H", "H", "H", "H", "H"],
  "xyz": [[-0.859, -1.309, 0.391], [-1.858, -0.500, 0.451], [-1.990, 0.758, -0.038], [-0.587, 0.965, -0.249], [0.012, -0.351, -0.012], [1.859, -0.690, 0.051], [2.401, 0.152, 0.656], [-2.947, 1.280, -0.484], [1.975, -1.654, 0.565], [2.253, -0.630, -0.965], [-0.260, 1.979, -0.366]],
  "homo_lumo_gap_ev": 7.37,
  "e_homo_ha": -0.317
}

=====

two.
{
  "formula": "C5H5N",
  "method": "ωB97M-V/def2-TZVPD",
  "elements": ["N", "C", "C", "C", "C", "C", "H", "H", "H", "H", "H"],
  "xyz": [[-0.133, -0.270, -0.909], [-1.009, 0.030, 0.913], [0.357, -0.263, 0.556], [0.924, 0.552, -1.248], [1.468, 0.547, 0.006], [-1.400, 0.009, -0.424], [-2.294, 0.257, -0.951], [0.138, -2.973, 1.921], [1.027, 0.911, -2.234], [2.396, 1.126, 0.500], [-1.475, 0.075, 1.868]],
  "homo_lumo_gap_ev": [8.33, 8.09],
  "e_homo_ha": [-0.327, -0.282]
}

=====

three.
{
  "formula": "C5H5N",
  "method": "ωB97M-V/def2-TZVPD",
  "elements": ["N", "C", "C", "C", "C", "C", "H", "H", "H", "H", "H"],
  "xyz": [[0.331, 0.457, -3.746], [0.255, 0.162, -2.597], [-0.611, 0.118, 2.568], [0.344, -0.005, -1.341], [0.185, -0.124, 1.327], [-0.073, -0.330, -0.152], [0.885, -1.042, 1.700], [-0.725, -0.761, 3.278], [-1.429, 0.822, 2.556], [-0.072, 0.006, -4.617], [0.910, 0.698, 1.024]],
  "homo_lumo_gap_ev": [8.82, 6.52],
  "e_homo_ha": [-0.324, -0.250]
}

=====

one comes first in stability; the runner-up is 24.2 kcal/mol higher.